{
  "formula": "C24H43CeClP2",
  "method": "ωB97M-V/def2-TZVPD",
  "max_force_ev_per_a": 1.9,
  "gap_ha": [0.292, 0.295],
  "charge": 1,
  "spin_multiplicity": 2,
  "energy_ha": -2558.0998,
  "homo_energy_ev": [-10.61, -10.59],
  "s_squared": 0.751,
  "species": ["C", "C", "H", "C", "H", "H", "H", "C", "H", "C", "H", "C", "H", "C", "H", "H", "H", "C", "C", "H", "H", "H", "H", "H", "C", "H", "C", "H", "C", "H", "H", "Cl", "H", "C", "H", "H", "H", "P", "H", "C", "C", "C", "P", "H", "H", "H", "H", "H", "H", "H", "Ce", "H", "H", "H", "H", "C", "H", "H", "H", "C", "H", "C", "H", "H", "H", "C", "C", "H", "C", "C", "C"],
  "coordinates": [[-2.0529, -0.8651, 5.0415], [-1.0534, -1.5228, -1.0990], [-1.0638, 1.5074, -5.6378], [0.5419, -2.2585, 2.6943], [-3.6250, 1.3942, -0.3151], [1.5645, -4.0176, 2.0493], [-1.5954, 2.9424, -4.7547], [-1.9081, -0.1614, -3.6583], [1.8833, 0.3959, 5.5465], [1.3131, -1.2823, 3.4371], [-1.2015, -2.0938, -4.3349], [-3.3707, 0.4326, -0.7871], [3.1527, 3.4550, 0.7831], [-0.8643, -1.2418, 4.2334], [3.1765, -1.4152, 2.3894], [0.2761, -3.5008, 0.9616], [-1.2195, 2.1010, -1.6313], [-1.9623, -3.0315, 2.7397], [0.7957, 0.3402, 5.4212], [-2.3715, -3.6484, 3.5525], [-1.8362, -0.8393, 6.1185], [-2.7833, -2.3908, 2.3829], [0.3630, 0.1005, 6.4008], [-3.9665, -0.3543, -0.2975], [1.0217, -0.0273, -3.7060], [-0.1148, 0.7789, -1.9184], [2.7655, -1.0014, 3.3141], [0.8620, -1.5294, -5.1733], [1.0709, -3.1339, 1.6205], [-0.1299, -1.8709, -0.6109], [-1.6763, -3.7025, 1.9231], [-1.1538, 2.3224, 2.8028], [0.9524, 2.6021, -5.1802], [0.4043, 2.3517, -4.2545], [-2.6931, -0.6906, -3.1150], [2.7564, 0.0485, -1.2213], [1.9635, 1.6774, -2.8633], [-1.6613, 0.0803, -0.4205], [-1.7023, -0.9765, -5.6025], [-0.5559, 1.3876, -1.1251], [2.6337, 2.7900, 1.4818], [-1.8299, 1.1783, -3.6662], [1.8763, 1.3819, 0.6079], [-3.5785, 0.4702, -1.8594], [1.0991, 2.7590, -1.1787], [1.8706, 3.3552, 2.0292], [-2.4892, 1.7814, -3.0440], [3.5801, 1.6409, -1.1156], [2.9810, 0.0766, 3.3332], [3.3537, 2.4068, 2.2159], [-0.2963, 0.0442, 1.8989], [0.3543, 0.0669, -5.7455], [0.0569, 2.9506, 0.2495], [-2.8683, -1.5790, 4.8841], [-2.4115, 0.1355, 4.7583], [0.5393, 2.2157, -0.4081], [1.8200, -2.6178, 1.0028], [3.3275, -1.4503, 4.1470], [1.5813, -0.7615, -3.0991], [-1.0601, 1.9890, -4.6562], [3.9568, 0.3429, 0.0548], [-1.1735, -1.0352, -4.6422], [0.4321, 1.3404, 5.1474], [-1.8318, -2.2760, -0.9148], [0.3779, 3.2942, -3.6647], [-0.8052, -2.2239, 3.1964], [0.4349, -0.6663, 4.3880], [-0.8562, -1.4454, -2.1741], [3.1590, 0.8090, -0.5390], [1.1621, 1.2894, -3.5043], [0.3022, -0.6250, -4.8889]],
  "forces_ev_per_a": [[-0.5, 0.1, 0.1], [-0.3, 0.1, -0.5], [-0.1, 0.1, 0.2], [-0.2, 0.7, 1.5], [0.1, -0.3, -0.1], [0.0, 0.2, -0.2], [0.1, -0.2, -0.2], [-0.7, 0.6, -1.0], [-0.2, 0.0, 0.0], [-1.3, -0.7, 0.4], [-0.1, 0.4, 0.0], [-0.7, -0.1, -0.4], [-0.1, -0.1, 0.1], [1.2, -0.1, -0.4], [0.0, 0.1, 0.1], [0.1, 0.0, 0.1], [0.3, -0.2, 0.4], [-0.5, -0.3, -0.3], [0.3, 0.5, 0.1], [0.1, 0.1, -0.2], [0.0, 0.0, -0.3], [0.0, -0.2, 0.0], [0.1, 0.0, -0.2], [0.1, 0.3, -0.3], [0.8, 0.1, -0.3], [0.1, 0.6, 0.2], [0.7, 0.1, 0.1], [-0.2, 0.3, -0.1], [0.2, -0.4, -0.3], [-0.2, 0.3, 0.1], [-0.1, 0.0, 0.1], [-0.1, 0.2, 0.0], [-0.1, 0.0, 0.3], [-0.2, 0.4, -0.2], [0.3, 0.3, 0.1], [0.1, 0.2, 0.1], [-0.5, -0.4, 0.2], [0.0, 0.0, 0.2], [0.0, -0.2, 0.1], [0.1, -0.3, -0.4], [0.1, 0.1, 0.1], [-0.9, -0.9, -0.5], [-0.2, 0.3, 0.0], [-0.3, 0.0, 0.4], [-0.3, 0.1, 0.0], [0.1, -0.2, -0.1], [0.0, -0.4, 0.0], [0.0, -0.2, 0.1], [0.0, -0.2, 0.0], [-0.1, 0.1, -0.2], [-0.1, 0.4, 1.8], [0.1, -0.3, 0.4], [0.3, -0.1, 0.0], [0.1, 0.2, 0.1], [0.0, -0.2, 0.2], [0.1, -0.1, 0.4], [-0.1, -0.1, 0.0], [-0.1, 0.1, -0.2], [-0.1, 0.6, -0.2], [0.5, 0.5, 0.0], [-0.2, 0.1, -0.2], [0.4, -0.1, -0.1], [0.1, -0.1, 0.1], [0.2, 0.1, -0.1], [0.1, -0.6, -0.2], [1.2, 0.6, 0.4], [-0.2, -1.2, -0.5], [0.0, -0.3, 0.4], [0.1, -0.1, -0.2], [0.7, -0.4, -0.7], [-0.2, -0.2, -0.2]],
  "lowdin_charge": [-0.02, -0.21, 0.11, -0.34, 0.07, 0.11, 0.12, -0.16, 0.09, -0.34, 0.11, -0.24, 0.06, -0.30, 0.08, 0.07, 0.09, -0.03, -0.02, 0.10, 0.09, 0.09, 0.09, 0.07, -0.12, 0.02, -0.04, 0.12, -0.04, 0.04, 0.08, 0.08, 0.13, -0.15, 0.10, 0.03, 0.09, 0.78, 0.12, -0.38, -0.24, -0.14, 0.80, 0.02, 0.08, 0.05, 0.10, 0.06, 0.07, 0.05, 0.51, 0.11, 0.06, 0.08, 0.08, -0.37, 0.08, 0.10, 0.11, -0.16, 0.06, -0.17, 0.07, 0.07, 0.12, -0.31, -0.31, 0.02, -0.25, -0.15, -0.17]
}

=====

{
  "formula": "AlB5H20",
  "method": "ωB97M-V/def2-TZVPD",
  "max_force_ev_per_a": 3.2,
  "gap_ha": 0.123,
  "charge": -2,
  "energy_ha": -378.1683,
  "homo_energy_ev": -2.17,
  "species": ["H", "H", "H", "H", "B", "H", "H", "H", "H", "H", "H", "Al", "H", "H", "H", "B", "H", "H", "H", "B", "H", "H", "B", "H", "H", "B"],
  "coordinates": [[-1.6889, 2.1948, -1.4124], [-2.1376, -4.6385, -1.6986], [0.3243, 1.9107, -0.6758], [-2.9453, 3.3496, -0.4997], [-1.3130, -4.2417, -0.9389], [-1.7105, 2.2180, 0.5334], [-1.3366, -3.0590, -0.7462], [0.7424, 3.7297, -0.1366], [2.2555, -3.0200, 0.9794], [0.4946, -2.3137, 1.0476], [0.8896, 2.7169, 1.4536], [-0.9387, -0.4607, 0.0530], [1.4785, 0.9000, 0.7182], [-1.2762, -4.7255, 0.1463], [2.2312, 2.4032, -0.2131], [1.1241, 1.5721, 1.6902], [1.4596, 3.1071, -1.7710], [2.1048, 1.4188, 2.3313], [1.2745, -2.5869, -0.7238], [1.5016, -2.3140, 0.4044], [0.1555, 1.0568, 2.1373], [-3.1234, 1.3785, -0.4801], [-2.3747, 2.3116, -0.4467], [-0.2580, -4.5140, -1.4170], [1.8929, -1.1667, 0.3288], [1.1736, 2.7732, -0.6635]],
  "forces_ev_per_a": [[0.6, -0.1, -0.7], [-1.0, -0.2, -0.3], [-1.0, -0.7, -0.7], [-0.5, 0.7, 0.1], [0.6, -0.3, 0.0], [0.5, 0.0, 0.8], [-0.3, 1.3, 0.0], [-0.1, 0.7, 0.1], [0.8, -0.2, 0.4], [-1.0, 0.1, 0.3], [-0.3, 1.0, 0.9], [0.3, -0.5, -0.2], [0.6, -1.8, -1.0], [-0.4, -0.5, 0.8], [1.5, 0.1, 0.2], [0.2, 1.3, -0.1], [0.4, -1.0, -1.1], [1.2, 0.4, -0.4], [-0.2, -0.2, -0.7], [-0.6, 0.1, -0.1], [-1.2, -0.4, -1.0], [-0.7, -0.7, 0.0], [0.0, -0.2, -0.1], [0.8, -0.1, -0.5], [0.5, 1.3, 0.1], [-0.7, 0.1, 3.1]],
  "nbo_charge": [-0.03, -0.07, 0.12, -0.04, -0.68, -0.06, -0.10, 0.00, -0.02, -0.06, 0.12, 0.92, 0.23, -0.05, 0.12, -0.52, 0.17, 0.05, 0.01, -0.67, 0.06, -0.05, -0.74, -0.04, -0.02, -0.65]
}

=====

{
  "formula": "C2H7N2",
  "method": "ωB97M-V/def2-TZVPD",
  "max_force_ev_per_a": 2.2,
  "gap_ha": 0.265,
  "charge": 1,
  "energy_ha": -189.4937,
  "homo_energy_ev": -15.67,
  "species": ["N", "N", "H", "C", "H", "H", "C", "H", "H", "H", "H"],
  "coordinates": [[-0.6817, 0.3006, -0.0599], [1.2145, -0.3256, -1.0035], [-0.6843, -1.3193, 1.1953], [0.6853, 0.4768, 0.0320], [0.5906, -1.0663, -1.2900], [0.9121, 1.5593, -0.0537], [-1.3045, -0.4515, 0.9477], [-1.4755, 0.1623, 1.8477], [-2.2389, -0.8355, 0.5442], [1.9296, -0.0563, -1.6624], [1.2312, 0.2360, 0.9592]],
  "forces_ev_per_a": [[-0.1, 0.0, -0.5], [-0.7, -0.4, -0.1], [0.4, 0.1, 0.5], [1.8, 0.2, 1.2], [0.4, -0.3, -0.3], [-0.3, 0.0, -0.5], [-0.5, -0.5, -1.0], [0.2, 0.0, 0.2], [-0.3, 0.4, 0.3], [-0.3, 0.6, -0.2], [-0.6, -0.1, 0.4]],
  "nbo_charge": [0.08, -0.62, 0.27, -0.19, 0.41, 0.34, -0.54, 0.33, 0.26, 0.44, 0.22]
}

=====

{
  "formula": "C2H11NO3",
  "method": "ωB97M-V/def2-TZVPD",
  "max_force_ev_per_a": 5.4,
  "gap_ha": 0.157,
  "energy_ha": -362.9551,
  "homo_energy_ev": -9.20,
  "species": ["H", "H", "H", "H", "O", "H", "O", "H", "H", "H", "O", "H", "H", "H", "C", "C", "N"],
  "coordinates": [[0.9932, 1.9968, 1.1674], [0.3075, -0.3315, -3.1570], [0.0891, -1.6931, 1.1356], [-1.1370, 0.8974, 1.1696], [-2.1429, 1.2245, 0.1218], [0.7836, -0.6277, -1.7237], [0.1525, -0.0885, -2.2699], [0.5917, 1.0495, -0.2853], [2.4143, -1.8533, -1.0073], [-1.6931, -1.2451, 1.2069], [1.6832, -1.2510, -0.6267], [1.6840, 0.3386, 0.9596], [-2.8188, 1.8982, 0.2336], [-0.7107, -0.7818, -0.1869], [-0.6681, -0.8822, 0.8938], [0.8086, 0.9574, 0.8295], [-0.3370, 0.3919, 1.5391]],
  "forces_ev_per_a": [[-0.2, -0.6, 0.1], [0.1, -0.3, -1.6], [-0.2, 0.9, -0.6], [-4.3, 3.1, -0.1], [1.1, -0.9, 0.1], [0.2, 0.0, 0.1], [-0.3, 0.4, 1.3], [0.2, -0.6, 0.8], [-1.7, 1.4, 0.8], [1.2, 0.6, 0.0], [1.7, -1.5, -0.3], [0.4, -0.6, -0.4], [0.0, 0.4, 0.5], [0.4, 0.1, -0.6], [-0.9, -1.3, 2.5], [-0.8, 1.6, 0.8], [3.0, -2.7, -3.6]],
  "nbo_charge": [0.21, 0.46, 0.28, 0.40, -0.77, 0.49, -0.96, 0.31, 0.45, 0.22, -0.95, 0.28, 0.45, 0.30, -0.47, -0.47, -0.24]
}

=====

{
  "formula": "C19H21GeNO6Rh",
  "method": "ωB97M-V/def2-TZVPD",
  "max_force_ev_per_a": 0.5,
  "gap_ha": [0.233, 0.233],
  "charge": -1,
  "energy_ha": -3430.3684,
  "homo_energy_ev": [-3.69, -3.68],
  "species": ["H", "C", "C", "O", "H", "H", "C", "H", "C", "C", "C", "C", "O", "Rh", "H", "H", "O", "C", "C", "H", "N", "H", "H", "C", "O", "C", "H", "O", "H", "H", "H", "H", "C", "C", "C", "Ge", "C", "C", "H", "O", "H", "H", "H", "H", "H", "H", "C", "C", "C"],
  "coordinates": [[-0.3762, 5.1042, -1.6682], [2.7987, -2.0891, 2.6014], [-0.8260, -4.0771, -0.3591], [2.1388, -2.4833, -0.2392], [3.3958, -2.8301, 2.0915], [-1.3286, -4.9979, -0.6516], [2.2069, -0.7439, 4.4992], [2.3290, -0.4066, 5.5187], [0.0696, -1.1829, -1.3719], [-1.9413, 2.4856, -0.1145], [0.5553, 2.9404, -0.5137], [-1.9187, -2.8608, -3.1162], [0.9689, 1.7976, -0.3429], [-0.3449, 0.4215, 1.5332], [-1.6988, -2.1966, -3.9519], [1.3001, 4.9551, -0.1195], [-1.8433, 1.4228, 0.5863], [-1.1883, 4.4914, -1.3028], [1.7792, -1.4524, 1.9009], [3.7922, -2.2180, 4.4975], [0.9937, -0.5104, 2.4764], [0.0687, -4.3341, 0.2039], [1.3937, -3.2025, -3.7759], [-3.2671, 2.9462, -0.3990], [0.4232, 1.3640, 5.3986], [3.0108, -1.7383, 3.9237], [1.7308, 4.3079, -1.7041], [0.4079, -1.0593, 0.0304], [-2.6681, 5.8193, -2.0940], [-4.0696, 2.3278, -0.0177], [-2.7649, -2.4480, -2.5693], [-0.8173, -0.5578, -1.4596], [-0.8717, 3.3008, -0.6235], [-3.5243, 4.0972, -1.0884], [0.2866, 0.9671, 4.2464], [-0.3527, -3.0350, -1.9404], [1.4997, -1.7343, 0.4697], [1.0756, -3.8723, -2.9776], [-1.4896, -3.5065, 0.2890], [-0.5591, 1.3623, 3.3730], [-4.5521, 4.3922, -1.2692], [-2.2099, -3.8291, -3.5212], [0.8689, -0.7457, -1.9727], [2.5299, 3.6715, -0.2599], [1.9273, -4.0694, -2.3357], [0.7339, -4.8041, -3.4291], [1.2123, -0.1442, 3.7552], [1.5893, 4.0518, -0.6525], [-2.4743, 4.9029, -1.5538]],
  "forces_ev_per_a": [[0.0, 0.0, 0.0], [-0.2, 0.2, 0.0], [0.0, 0.0, 0.0], [-0.2, 0.3, 0.1], [0.0, 0.0, 0.0], [0.0, -0.1, 0.0], [0.0, 0.0, -0.2], [0.0, 0.0, 0.0], [0.0, 0.0, 0.0], [0.0, 0.1, 0.0], [0.0, -0.3, 0.1], [0.1, 0.0, 0.1], [-0.2, 0.4, -0.3], [0.2, -0.1, 0.5], [0.0, 0.0, 0.0], [0.0, 0.0, 0.0], [-0.1, 0.1, -0.4], [0.0, 0.0, 0.0], [-0.1, 0.1, -0.1], [0.0, 0.0, 0.0], [0.2, -0.3, -0.3], [0.1, 0.0, 0.0], [0.0, 0.0, -0.1], [0.0, 0.0, 0.0], [0.0, 0.1, 0.1], [-0.1, 0.1, 0.0], [0.0, 0.0, 0.0], [0.4, -0.2, 0.0], [0.0, 0.0, 0.0], [0.0, 0.0, 0.0], [0.0, 0.0, 0.0], [0.0, 0.0, -0.1], [0.1, -0.1, 0.0], [0.0, 0.0, 0.0], [0.0, -0.2, 0.0], [-0.1, 0.0, 0.0], [0.0, -0.1, 0.0], [-0.1, 0.1, 0.0], [0.0, 0.0, 0.0], [0.0, 0.0, 0.0], [0.0, 0.0, 0.0], [0.0, -0.1, 0.0], [0.0, 0.0, 0.1], [0.0, 0.0, 0.0], [0.1, 0.0, 0.1], [0.0, 0.0, 0.0], [0.2, 0.0, 0.2], [0.0, -0.1, 0.1], [0.0, 0.0, 0.0]],
  "nbo_charge": [0.19, -0.18, -1.09, -0.62, 0.23, 0.22, -0.18, 0.24, -0.48, 0.42, 0.58, -1.09, -0.60, 0.63, 0.23, 0.22, -0.73, -0.15, 0.00, 0.21, -0.32, 0.24, 0.22, -0.26, -0.69, -0.24, 0.22, -0.50, 0.20, 0.20, 0.23, 0.23, -0.32, -0.20, 0.74, 1.58, 0.79, -1.09, 0.24, -0.69, 0.19, 0.22, 0.21, 0.23, 0.25, 0.22, 0.06, -0.71, -0.33]
}